Entry 1:
The following is a quantum chemistry calculation of 13 unconnected molecules or ions with the total composition C68H156N6O13 in a non-equilibrium geometry, from the Open Molecules 2025 dataset.

```
! wB97M-V def2-TZVPD RIJCOSX def2/J DEFGRID3
* xyz 0 1
H -15.34 16.64 5.24
H -17.96 19.19 11.25
O -17.47 18.36 11.42
H -12.06 28.30 11.26
C -3.89 21.80 15.60
C -7.03 20.84 15.00
C -18.36 17.44 11.96
H -13.26 19.18 18.90
H -13.61 15.72 6.85
H -18.44 22.26 7.55
C -13.90 12.49 19.10
H -19.12 17.12 11.22
O -5.91 23.66 14.95
C -12.47 23.17 11.33
H -6.46 24.45 15.06
C -4.79 21.82 18.01
H -11.02 15.85 14.55
C -17.56 16.30 12.62
C -15.30 18.65 5.84
C -12.36 19.25 12.68
H -14.48 23.33 12.19
C -11.38 19.62 14.98
C -19.15 21.35 9.38
H -14.10 18.38 10.04
H -13.55 17.51 16.67
C -10.61 16.61 21.71
H -17.94 24.01 9.22
O -15.22 20.73 7.13
O -19.69 20.70 11.62
C -10.06 13.21 14.77
H -9.96 22.70 12.68
H -4.99 22.54 18.82
C -14.07 16.70 6.99
H -9.67 19.08 12.93
H -14.44 11.58 18.85
O -11.65 13.41 10.92
H -19.26 23.82 11.34
C -13.78 25.34 11.81
H -11.82 15.83 11.92
C -12.10 26.49 13.31
H -13.77 23.03 15.92
C -12.74 23.29 16.21
H -16.27 23.66 10.79
C -17.30 23.11 9.14
H -12.24 17.89 7.00
H -14.72 17.44 12.51
H -11.07 11.99 16.17
C -9.07 16.73 21.63
C -17.10 21.34 12.59
H -17.45 18.13 5.48
H -21.22 21.79 9.89
H -17.59 22.12 18.70
H -10.41 16.78 23.89
H -12.43 21.69 17.61
C -10.96 15.78 19.29
H -18.21 15.56 13.07
C -4.67 22.61 16.68
H -16.51 23.43 8.46
H -15.28 15.79 14.72
N -18.71 21.26 10.77
H -17.75 20.90 16.84
C -13.11 17.68 7.65
H -5.49 19.99 17.16
H -14.28 19.67 4.19
C -10.28 23.45 10.11
O -10.37 26.24 10.84
C -17.80 22.19 11.47
C -11.01 16.24 23.15
H -2.91 21.49 16.00
H -17.34 21.11 8.29
H -12.27 22.15 11.67
C -14.09 17.94 15.82
C -12.41 22.79 17.60
H -12.31 20.11 15.28
H -10.95 19.16 15.88
H -9.74 19.57 20.06
C -12.79 19.17 19.90
H -13.11 27.44 10.14
C -13.53 23.90 12.20
H -17.67 18.53 17.48
H -15.19 20.83 16.12
H -12.03 22.91 15.48
H -13.20 23.84 13.24
H -11.43 23.16 17.90
C -14.68 18.83 9.24
C -16.75 22.73 10.45
H -6.38 20.00 15.22
C -18.57 23.39 12.07
H -12.81 16.56 10.70
C -18.02 21.93 8.50
C -12.65 19.98 8.29
H -20.29 23.28 9.47
C -15.28 19.30 4.43
H -15.17 17.96 16.03
H -12.05 19.60 9.12
H -12.76 27.28 13.72
H -17.49 16.96 15.59
H -9.11 13.37 15.28
C -11.09 15.47 20.79
C -8.48 22.66 15.87
H -3.57 24.45 16.20
H -12.61 14.29 9.36
H -8.64 15.87 22.15
N -11.35 17.85 21.33
H -20.55 19.72 8.97
H -12.05 16.49 23.34
H -19.45 18.61 17.40
C -10.34 23.72 12.56
H -14.12 25.27 10.76
H -14.41 19.83 12.08
H -12.58 20.21 20.15
H -20.35 21.40 11.80
H -17.83 24.17 12.29
H -15.65 20.34 17.74
H -10.70 14.04 13.11
H -13.40 25.05 16.55
H -20.78 22.16 8.25
H -11.28 14.96 18.65
O -12.57 24.66 16.28
H -9.28 21.97 16.18
H -16.61 20.45 12.20
H -10.01 12.33 14.12
H -3.72 22.45 14.75
C -18.58 17.98 17.17
H -11.86 12.57 10.50
H -14.11 14.65 18.84
O -10.21 14.32 13.91
H -5.95 20.09 18.85
H -12.89 12.38 18.69
H -3.08 23.71 17.74
H -18.93 17.96 12.75
H -16.76 17.62 7.04
C -17.02 21.72 16.87
H -16.96 16.73 13.42
H -18.42 18.34 15.02
H -15.57 18.21 9.11
O -15.90 13.72 19.04
C -5.87 20.67 17.92
H -12.84 23.12 10.30
H -13.60 14.20 10.80
H -14.07 15.21 13.56
H -13.08 20.94 8.60
H -13.75 17.31 4.95
H -13.73 27.93 11.74
H -15.93 20.46 7.74
O -18.71 16.81 17.94
H -18.89 19.20 9.22
C -10.21 18.20 13.31
H -11.13 16.00 10.32
H -13.53 18.82 20.62
H -6.68 21.30 14.07
H -13.17 23.10 18.33
H -19.25 16.81 15.45
H -12.25 25.66 14.00
H -9.92 16.00 19.00
H -16.53 13.42 18.39
H -14.92 16.51 7.67
H -4.44 20.93 15.26
H -12.12 13.11 15.33
H -10.69 20.42 14.67
H -7.71 21.86 18.16
H -12.17 15.39 20.99
H -10.89 23.94 13.48
H -12.27 18.55 11.83
H -13.78 15.17 15.31
H -11.71 17.30 17.95
N -14.54 19.53 6.79
H -15.63 18.58 3.68
N -11.47 25.44 11.05
H -19.14 23.15 12.97
H -9.46 24.37 12.61
H -12.01 20.10 7.42
C -10.30 18.98 19.32
C -7.25 21.19 17.42
H -7.96 20.38 17.25
H -8.57 23.56 16.48
H -9.23 23.71 10.31
H -12.73 17.25 8.57
H -10.51 23.84 9.12
H -14.60 13.64 17.44
C -12.51 26.21 11.86
H -16.35 21.97 13.08
H -11.07 26.84 13.38
H -11.82 20.15 12.36
C -16.75 18.40 6.28
C -13.71 17.28 14.50
C -11.83 17.01 19.00
N -12.26 17.28 14.28
H -13.82 19.00 15.79
C -12.57 14.40 10.45
C -13.85 19.43 12.93
H -10.61 19.70 18.55
H -10.34 17.49 12.49
C -15.61 21.19 17.06
H -4.63 24.50 17.64
C -14.21 15.76 14.50
O -11.04 18.93 22.14
H -17.82 21.07 13.37
H -15.95 21.99 10.31
H -14.95 21.94 17.49
H -14.04 20.20 13.70
H -10.63 14.52 21.08
H -16.88 15.78 11.94
C -13.80 19.03 7.98
C -14.59 13.71 18.53
H -12.88 16.69 19.08
H -13.77 12.57 20.18
H -11.08 13.72 16.63
C -12.86 27.56 11.20
H -14.57 25.80 12.42
C -18.44 17.49 15.71
H -9.77 26.14 11.61
O -11.47 16.47 15.16
C -19.50 19.97 8.76
H -10.09 19.10 22.02
H -17.11 22.23 15.91
H -3.86 21.28 18.22
H -15.04 19.80 9.61
H -19.36 19.92 7.68
H -10.31 22.35 10.08
C -7.13 21.95 16.07
C -12.06 15.78 10.85
O -17.31 22.63 17.93
H -8.68 22.91 14.82
C -14.56 17.27 5.69
H -15.98 20.14 4.37
H -9.53 18.33 18.87
C -14.52 18.10 13.36
H -9.56 17.73 14.06
H -15.53 18.34 13.73
H -18.56 17.03 18.87
H -8.02 20.44 14.78
H -8.76 17.64 22.16
C -11.53 18.26 19.91
H -10.89 15.16 23.31
H -17.17 19.29 6.75
H -8.67 16.78 20.62
C -11.58 18.56 13.85
C -3.92 23.90 17.07
N -6.03 22.95 16.15
C -11.13 13.02 15.80
C -11.13 23.95 11.27
C -20.41 22.21 9.28
*
```

Values from the calculation:
Relative energy (zero: lowest compared OMol25 entry of this formula, charge and spin)   0.00 kcal/mol
F_max   2.34 eV Å⁻¹



Entry 2:
The following is a quantum chemistry calculation of 14 unconnected molecules or ions with the total composition C68H160N8O14 in a non-equilibrium geometry, from the Open Molecules 2025 dataset.

```
! wB97M-V def2-TZVPD RIJCOSX def2/J DEFGRID3
* xyz 0 1
N -14.61 -19.94 17.13
C -17.96 -9.56 12.54
H -25.24 -16.10 12.72
H -21.14 -14.75 13.00
H -19.70 -11.88 13.24
H -22.05 -13.81 15.20
C -19.35 -6.22 14.05
H -23.41 -19.22 15.76
H -17.85 -7.88 15.57
H -16.28 -10.71 15.82
H -22.53 -12.68 19.35
H -21.59 -20.84 16.35
H -12.51 -21.28 14.81
O -13.56 -15.29 17.05
H -21.00 -19.20 16.77
C -24.69 -14.62 17.42
H -19.32 -5.58 14.95
H -20.85 -16.91 16.53
H -21.59 -22.47 18.64
H -16.73 -22.50 16.17
H -17.23 -21.13 19.15
H -14.70 -22.21 14.65
H -17.15 -7.70 13.15
C -20.57 -8.59 21.64
C -23.23 -17.12 19.95
H -23.94 -19.73 20.62
H -16.92 -13.44 18.50
H -24.01 -15.09 18.14
C -19.58 -7.74 14.31
H -24.23 -14.57 16.41
H -20.87 -11.27 18.00
C -19.91 -11.74 21.39
H -18.75 -17.97 8.21
H -23.19 -17.26 21.02
H -22.51 -16.42 19.52
H -24.12 -19.71 12.30
H -15.50 -12.54 12.48
H -20.94 -13.53 19.46
H -21.94 -8.42 12.79
H -18.26 -10.55 12.94
H -20.29 -7.45 16.34
O -18.88 -14.37 13.17
C -21.04 -14.68 16.88
O -16.16 -13.94 13.87
H -20.22 -10.72 11.52
C -13.67 -22.32 17.01
H -11.98 -20.17 16.10
O -21.81 -19.48 20.71
C -23.44 -18.22 17.61
C -19.94 -9.80 10.97
C -22.27 -21.66 18.87
H -16.60 -17.86 17.63
H -20.18 -14.52 17.52
H -18.97 -15.50 9.32
H -16.27 -15.72 17.66
H -22.59 -21.76 19.94
C -17.80 -17.63 8.61
H -18.49 -9.35 15.36
H -13.39 -16.94 15.85
C -22.63 -8.13 20.40
H -22.88 -20.71 11.37
C -20.87 -11.50 20.17
H -20.69 -16.68 13.28
H -16.65 -13.71 11.91
H -13.18 -19.60 14.84
H -17.82 -7.16 11.39
H -18.37 -16.83 16.34
C -20.58 -8.78 19.12
H -20.90 -11.33 14.44
H -21.74 -14.10 10.68
H -21.99 -13.23 20.92
H -13.96 -16.79 18.41
H -21.90 -14.71 17.59
H -17.49 -16.71 8.10
H -25.13 -18.68 19.84
O -21.19 -7.81 12.59
H -15.39 -21.01 19.45
H -17.03 -16.50 11.81
H -16.68 -20.11 9.22
H -21.59 -12.58 16.30
C -23.22 -18.46 19.14
C -16.55 -21.54 15.62
O -22.15 -19.11 12.29
H -15.44 -13.33 17.56
H -14.95 -14.22 12.21
H -20.04 -7.81 19.24
H -19.56 -8.93 21.56
O -25.00 -13.27 17.83
H -22.45 -18.32 12.75
H -19.04 -11.68 15.98
H -17.91 -15.10 19.63
H -17.99 -14.29 13.61
H -25.55 -15.26 17.31
C -16.72 -16.89 10.83
C -21.54 -20.35 18.50
H -19.71 -21.38 18.01
H -19.00 -17.06 13.14
C -18.34 -15.96 15.71
H -23.86 -20.34 17.04
H -18.76 -7.74 10.02
H -15.89 -16.82 19.80
C -20.06 -13.28 14.95
C -21.42 -9.00 20.39
C -15.66 -15.28 18.42
H -22.92 -17.33 17.22
O -13.71 -19.63 18.19
H -25.43 -17.73 13.41
C -19.51 -9.81 18.90
H -17.23 -9.79 11.76
H -20.02 -17.88 14.32
N -11.25 -12.34 14.74
C -18.81 -7.58 11.15
C -17.40 -8.67 13.63
C -16.41 -18.71 18.30
H -19.91 -16.58 10.37
H -15.71 -13.33 14.48
N -19.81 -14.55 14.24
C -20.01 -20.60 18.72
N -18.58 -18.41 10.87
H -18.23 -15.12 16.44
H -18.81 -13.28 16.67
H -19.48 -12.72 21.24
C -22.42 -14.73 11.27
H -20.27 -15.32 20.80
H -19.76 -20.94 19.74
C -12.81 -20.45 15.47
H -21.76 -15.97 15.39
H -11.15 -12.93 15.56
H -13.77 -20.40 18.75
H -13.08 -22.93 16.30
H -15.66 -18.43 19.03
H -20.62 -7.48 21.66
H -20.47 -18.79 10.88
C -14.06 -20.99 16.27
N -16.12 -15.83 19.72
N -20.05 -8.50 13.12
H -16.11 -16.16 10.33
H -17.93 -20.15 16.68
C -24.78 -17.06 12.90
C -14.19 -15.70 18.24
C -13.59 -12.36 15.07
H -24.59 -20.17 19.03
H -21.24 -8.65 18.28
H -13.70 -15.34 15.08
C -16.45 -19.25 11.87
C -15.21 -10.95 15.91
C -16.89 -20.24 16.43
H -13.68 -15.17 19.08
H -21.14 -18.87 20.93
H -17.18 -21.60 14.74
H -22.29 -7.09 20.61
H -13.46 -12.84 16.05
H -12.19 -10.74 15.63
C -20.73 -7.89 15.35
C -24.30 -19.35 19.68
C -23.20 -19.50 16.79
H -22.33 -15.68 10.78
H -18.76 -15.49 11.08
H -16.69 -18.99 12.92
H -15.33 -13.37 19.34
C -21.24 -13.49 15.85
H -16.14 -22.09 18.25
H -18.91 -9.62 17.98
C -19.65 -15.82 20.06
C -12.61 -10.68 13.48
H -19.03 -11.04 21.37
O -14.90 -11.83 14.95
C -21.63 -12.84 19.95
H -15.42 -18.49 10.14
H -17.51 -16.03 14.98
O -18.84 -14.95 19.30
H -20.73 -9.31 10.46
H -13.45 -13.07 14.25
H -18.39 -20.55 9.35
C -18.03 -17.28 10.14
C -20.50 -12.22 13.91
H -12.63 -11.33 12.61
H -14.88 -17.79 11.64
H -24.49 -17.54 11.93
H -20.41 -11.66 22.35
H -15.11 -20.57 14.43
H -21.89 -10.49 22.27
C -18.86 -12.69 15.72
H -21.00 -8.93 22.58
C -19.68 -15.82 14.97
C -12.47 -11.44 14.83
C -15.88 -13.77 18.46
C -20.14 -11.23 18.81
H -19.42 -11.97 18.69
H -15.10 -11.32 16.95
O -23.57 -16.97 13.63
C -21.74 -19.98 16.96
C -18.97 -16.13 10.21
H -11.74 -10.00 13.31
H -19.12 -20.02 12.93
C -23.23 -19.71 11.63
C -19.17 -8.84 11.94
H -14.98 -16.22 15.92
H -17.35 -18.81 18.81
C -19.82 -16.89 13.87
H -14.58 -22.79 17.40
H -23.33 -8.25 19.56
C -15.77 -13.59 12.53
H -18.80 -9.85 19.76
H -12.98 -22.09 17.84
C -16.02 -20.06 17.65
H -17.86 -12.87 15.21
H -24.22 -12.85 18.13
C -20.89 -15.95 15.99
C -17.47 -20.51 9.90
H -16.61 -19.43 15.82
H -15.57 -15.39 20.45
H -16.40 -8.97 14.00
H -19.48 -19.67 18.48
C -18.36 -8.43 14.80
H -23.03 -16.29 13.23
H -18.48 -6.04 13.44
O -22.12 -14.81 12.67
H -23.11 -21.79 18.18
H -20.95 -8.92 15.51
H -19.19 -10.03 10.21
H -20.34 -16.42 19.42
H -19.56 -6.80 11.37
H -17.03 -18.42 8.52
C -18.62 -20.57 12.11
H -23.40 -19.31 10.61
O -19.77 -18.85 10.21
C -15.80 -18.07 11.11
H -23.25 -8.48 21.24
C -17.78 -19.64 11.21
H -19.04 -16.57 20.62
H -19.35 -21.10 11.48
H -21.33 -12.65 13.29
H -11.33 -12.99 13.97
H -23.39 -14.32 11.12
N -21.88 -10.41 20.36
H -13.58 -10.19 13.34
H -24.53 -18.08 17.52
H -14.71 -10.03 15.82
H -20.22 -5.94 13.48
C -13.92 -16.01 15.91
H -21.59 -7.28 15.21
N -21.89 -19.09 19.31
H -17.21 -21.48 10.22
H -15.75 -20.09 11.85
O -22.58 -10.68 21.58
H -18.00 -21.34 12.57
C -15.07 -21.34 15.20
C -16.21 -21.11 18.72
H -24.19 -16.66 19.74
*
```

Values from the calculation:
Relative energy (zero: lowest compared OMol25 entry of this formula, charge and spin)   0.00 kcal/mol
F_max   3.77 eV Å⁻¹